(1)
A molecular structure, C27H27N7NaO2S. Source: the Open Molecules 2025 dataset; level of theory: ωB97M-V/def2-TZVPD.

CARTESIAN COORDINATES (ANGSTROEM)
Na: -0.52 -3.17 -0.61
C: 4.90 -2.83 -0.04
N: 3.97 -2.88 1.06
C: 4.24 -2.54 2.35
C: 3.11 -2.68 3.06
N: 2.10 -3.12 2.19
C: 2.64 -3.24 0.93
S: 2.04 -3.77 -0.58
C: 0.78 -3.30 2.62
C: 0.43 -3.19 3.99
C: -0.89 -3.21 4.35
C: -1.89 -3.32 3.34
C: -1.45 -3.50 2.05
N: -0.17 -3.51 1.66
H: 5.90 -2.69 0.37
H: 4.66 -2.02 -0.72
H: 4.86 -3.76 -0.61
H: 5.23 -2.24 2.67
H: 2.94 -2.50 4.10
H: 1.19 -3.13 4.76
H: -1.15 -3.14 5.40
H: -2.94 -3.33 3.58
H: -2.18 -3.64 1.25
O: -2.39 -2.84 -1.26
N: -2.79 -1.72 -1.79
C: -2.99 -1.65 -3.13
C: -3.39 -0.47 -3.71
C: -3.60 0.66 -2.92
C: -3.40 0.55 -1.56
C: -3.00 -0.65 -1.01
H: -2.80 -2.57 -3.66
H: -3.53 -0.44 -4.78
H: -3.91 1.59 -3.37
H: -3.53 1.40 -0.90
H: -2.81 -0.81 0.04
C: -2.62 4.63 1.78
C: -1.86 4.26 0.54
C: -0.51 3.92 0.58
C: 0.20 3.59 -0.56
C: -0.44 3.56 -1.79
N: 0.20 3.24 -3.01
C: 1.50 2.83 -3.26
O: 2.04 3.13 -4.30
N: 2.17 2.12 -2.29
C: 1.69 1.21 -1.32
C: 2.50 0.94 -0.22
C: 2.06 0.04 0.73
C: 0.82 -0.55 0.56
N: 0.04 -0.31 -0.49
C: 0.47 0.56 -1.41
C: -1.79 3.91 -1.85
C: -2.48 4.27 -0.71
H: -1.98 4.58 2.66
H: -3.47 3.96 1.94
H: -3.02 5.65 1.71
H: 0.00 3.92 1.54
H: 1.25 3.36 -0.48
H: -0.17 3.70 -3.82
H: 3.14 2.01 -2.54
H: 3.46 1.43 -0.12
H: 2.66 -0.20 1.60
H: 0.44 -1.26 1.29
H: -0.18 0.73 -2.26
H: -2.29 3.92 -2.81
H: -3.52 4.55 -0.79

Its energy is -2139.315092 a.u. Its net charge is 0. The spin multiplicity is 2.

=====

(2)
8 unconnected molecules or ions with the total composition C24H62N2O6. Source: the Open Molecules 2025 dataset; level of theory: ωB97M-V/def2-TZVPD.

CARTESIAN COORDINATES (ANGSTROEM)
C: -1.04 3.53 -0.18
C: -2.42 3.14 -0.70
N: -3.30 2.78 0.40
C: -2.88 1.61 1.17
C: -3.02 0.25 0.48
C: -4.68 2.67 -0.06
C: -5.73 2.38 1.01
H: -0.38 3.95 -0.95
H: -0.53 2.63 0.16
H: -1.09 4.25 0.64
H: -2.81 4.01 -1.22
H: -2.37 2.29 -1.41
H: -1.86 1.72 1.53
H: -3.47 1.63 2.09
H: -2.51 0.21 -0.49
H: -2.50 -0.47 1.12
H: -4.04 -0.10 0.36
H: -4.74 1.93 -0.87
H: -4.94 3.65 -0.48
H: -5.53 1.42 1.48
H: -6.68 2.24 0.49
H: -5.79 3.10 1.82
C: 3.40 1.71 6.39
C: 2.09 1.50 5.64
N: 2.21 0.46 4.63
C: 2.16 -0.87 5.20
C: 2.66 -1.92 4.17
C: 1.25 0.67 3.56
C: 1.81 1.59 2.47
H: 3.35 2.57 7.07
H: 4.20 1.83 5.66
H: 3.62 0.89 7.07
H: 1.28 1.26 6.35
H: 1.75 2.45 5.23
H: 2.83 -0.95 6.06
H: 1.14 -1.11 5.54
H: 2.97 -2.84 4.66
H: 1.80 -2.17 3.55
H: 3.40 -1.44 3.52
H: 0.32 1.12 3.95
H: 0.89 -0.23 3.04
H: 2.63 1.10 1.93
H: 2.24 2.50 2.90
H: 1.02 1.77 1.74
C: 2.75 -3.03 -3.44
O: 3.40 -2.37 -4.51
H: 1.68 -3.15 -3.63
H: 3.20 -4.00 -3.25
H: 2.81 -2.45 -2.52
H: 2.99 -2.62 -5.35
C: 3.73 -2.61 0.42
O: 2.42 -3.16 0.19
H: 4.06 -2.85 1.43
H: 4.43 -3.03 -0.29
H: 3.69 -1.52 0.34
H: 2.48 -4.12 0.24
C: 2.37 2.71 -1.44
O: 2.80 4.06 -1.53
H: 2.24 2.39 -0.41
H: 1.41 2.62 -1.97
H: 3.05 2.07 -2.01
H: 2.93 4.27 -2.46
C: 0.96 -0.34 -1.14
O: 1.17 -0.50 0.25
H: 0.26 0.48 -1.31
H: 1.90 -0.06 -1.64
H: 0.62 -1.29 -1.56
H: 1.58 -1.36 0.41
C: 0.31 1.24 -4.65
C: -1.04 1.30 -3.98
C: -1.60 -0.06 -4.41
O: -0.52 -0.98 -4.30
C: 0.67 -0.22 -4.68
H: 1.08 1.82 -4.12
H: 0.23 1.64 -5.66
H: -1.66 2.13 -4.30
H: -1.00 1.35 -2.89
H: -2.08 -0.04 -5.40
H: -2.47 -0.37 -3.82
H: 1.02 -0.60 -5.65
H: 1.40 -0.54 -3.93
C: -2.03 -3.11 -2.00
C: -1.43 -3.07 -0.61
C: -2.12 -4.28 -0.02
O: -3.49 -4.05 -0.37
C: -3.49 -3.42 -1.67
H: -1.59 -3.96 -2.53
H: -1.91 -2.17 -2.53
H: -1.75 -2.16 -0.09
H: -0.34 -3.11 -0.55
H: -2.02 -4.46 1.05
H: -1.77 -5.21 -0.49
H: -4.07 -2.50 -1.50
H: -4.02 -4.02 -2.41

As for the SMILES: CCN(CC)CC.CCN(CC)CC.C1CCOC1.C1CCOC1.CO.CO.CO.CO. Its energy is -1512.424126 a.u. Its net charge is 0. The relative energy (zero: lowest compared OMol25 entry of this formula, charge and spin) comes out at 0.0 kcal/mol.